A 2-piece molecular cluster, C3H7NO3 overall. Source: the OMol25 dataset; level of theory: ωB97M-V with the def2-TZVPD basis set.

Summary:
Kohn-Sham gap (Eh): 0.40715
SMILES: CC(=O)O.NC=O

```
14
Properties=species:S:1:pos:R:3:nbo_charge:R:1
C 0.097 -1.159 1.454 -0.735
C 1.504 -1.069 0.947 0.790
O 2.423 -0.573 1.544 -0.604
O 1.669 -1.613 -0.277 -0.677
H -0.594 -1.414 0.657 0.250
H -0.145 -0.212 1.927 0.236
H 0.058 -1.951 2.200 0.246
H 2.619 -1.556 -0.461 0.492
N -1.854 2.115 -1.426 -0.874
C -1.028 0.986 -1.224 0.541
O -1.309 -0.122 -1.565 -0.517
H -1.636 2.820 -0.731 0.368
H -1.734 2.553 -2.333 0.393
H -0.069 1.197 -0.711 0.091
```

---

An isolated molecule of C3H7NO3. Source: the OMol25 dataset; level of theory: ωB97M-V with the def2-TZVPD basis set.

Summary:
Kohn-Sham gap (Eh): 0.39169
SMILES: N[C@@H](CO)C(=O)O

```
14
Properties=species:S:1:pos:R:3:nbo_charge:R:1
N 1.546 -0.401 -0.159 -0.851
C 0.202 0.083 0.455 -0.211
C -0.525 0.961 -0.618 -0.084
O 0.243 2.172 -0.912 -0.700
C -0.640 -1.051 0.925 0.790
O -1.128 -1.278 1.980 -0.540
O -0.844 -1.996 -0.125 -0.727
H 2.223 0.295 0.097 0.374
H 1.300 -0.715 -1.159 0.394
H 0.588 0.561 1.416 0.234
H -1.468 1.367 -0.083 0.178
H -0.800 0.530 -1.529 0.195
H 1.038 1.833 -0.422 0.454
H -1.734 -2.360 0.134 0.494
```

---

A 2-piece molecular cluster, C3H7NO3 overall. Source: the OMol25 dataset; level of theory: ωB97M-V with the def2-TZVPD basis set.

Summary:
Kohn-Sham gap (spin up / spin down) (Eh): 0.32598 / 0.22410
Multiplicity: 3

```
14
Properties=species:S:1:pos:R:3:nbo_charge:R:1
C -0.399 0.701 -1.047 -0.647
C -0.464 -0.835 1.144 -0.726
C -0.043 -0.549 -0.240 0.410
N 0.127 -1.643 -1.215 0.290
O 0.706 -1.461 -2.258 -0.258
O -0.277 -2.753 -0.947 -0.175
O 1.959 -0.390 0.057 -0.815
H 0.131 0.516 -1.891 0.243
H -0.184 1.617 -0.547 0.239
H -1.493 0.576 -1.195 0.221
H 0.427 -1.097 1.838 0.286
H -1.213 -1.639 1.247 0.251
H -0.681 -0.015 1.703 0.245
H 2.360 -0.900 -0.599 0.436
```

---

A 2-piece molecular cluster, C3H7NO3S overall. Source: the OMol25 dataset; level of theory: ωB97M-V with the def2-TZVPD basis set.

Summary:
Net charge: -2
Kohn-Sham gap (Eh): 0.21715

```
15
Properties=species:S:1:pos:R:3:nbo_charge:R:1
C 0.791 0.648 0.630 -0.239
C 1.724 -0.336 1.323 -0.508
S 2.478 0.332 2.883 -0.797
N 0.398 0.240 -0.705 -0.685
C -0.905 0.032 -1.175 0.876
O -1.837 0.266 -0.386 -0.812
O -1.009 -0.363 -2.377 -0.851
H -0.084 0.793 1.241 0.218
H 1.233 1.653 0.689 0.159
H 2.573 -0.631 0.699 0.162
H 1.151 -1.223 1.585 0.177
H 1.207 -0.004 -1.253 0.362
H -3.636 -0.979 -1.749 0.468
H -2.601 -0.747 -2.772 0.510
O -3.567 -1.005 -2.710 -1.040
```

---

A 2-piece molecular cluster, C3H7NO4 overall. Source: the OMol25 dataset; level of theory: ωB97M-V with the def2-TZVPD basis set.

Summary:
Kohn-Sham gap (Eh): 0.41647
SMILES: CN(C=O)C(=O)O.O

```
15
Properties=species:S:1:pos:R:3:nbo_charge:R:1
C -0.991 -1.591 -0.104 -0.412
N -0.947 -0.113 -0.006 -0.471
C -2.039 0.571 0.163 0.540
O -2.050 1.767 0.220 -0.628
C 0.301 0.480 -0.457 0.916
O 1.173 -0.305 -0.759 -0.610
O 0.335 1.768 -0.510 -0.663
H -0.543 -1.873 0.782 0.205
H -1.901 -2.006 0.010 0.205
H -0.395 -2.049 -0.923 0.242
H -2.936 0.043 0.366 0.131
H -0.418 2.324 -0.260 0.543
O 3.703 0.602 0.567 -0.951
H 2.968 0.305 1.137 0.471
H 3.740 0.078 -0.227 0.480
```

---

A 2-piece molecular cluster, C3H7NO4 overall. Source: the OMol25 dataset; level of theory: ωB97M-V with the def2-TZVPD basis set.

Summary:
Kohn-Sham gap (Eh): 0.39560
SMILES: CC(=O)O.NC(=O)O

```
15
Properties=species:S:1:pos:R:3:nbo_charge:R:1
C 1.803 0.990 0.102 -0.714
C 1.162 -0.337 0.386 0.837
O 0.350 -0.526 1.323 -0.678
O 1.953 -1.359 -0.020 -0.677
H 2.267 0.979 -0.887 0.236
H 1.041 1.772 0.133 0.225
H 2.558 1.198 0.862 0.246
H 1.543 -2.156 0.362 0.491
N -2.134 0.892 -0.314 -0.819
C -1.504 -0.289 -0.437 0.910
O -0.543 -0.494 -1.211 -0.701
O -2.243 -1.277 0.074 -0.674
H -1.688 1.713 -0.688 0.408
H -2.843 0.978 0.397 0.407
H -1.721 -2.084 -0.081 0.503
```

---

An isolated molecule of C3H7NO4S. Source: the OMol25 dataset; level of theory: ωB97M-V with the def2-TZVPD basis set.

Summary:
Kohn-Sham gap (Eh): 0.36971

```
16
Properties=species:S:1:pos:R:3:nbo_charge:R:1
C -0.461 -0.490 0.542 -0.003
C -1.459 -0.075 -0.525 0.202
C 0.929 -0.784 0.020 -0.106
N -2.828 -0.302 -0.364 -0.819
O 3.265 0.023 0.093 -0.960
O 1.693 1.856 0.261 -0.856
O -0.806 0.860 0.417 -0.549
O 1.185 -0.551 -1.297 -0.710
S 2.095 0.367 0.938 1.424
H -0.761 -0.904 1.583 0.206
H -1.026 0.200 -1.490 0.223
H 1.235 -1.868 0.111 0.206
H 1.186 2.403 0.888 0.497
H -3.439 0.418 -0.492 0.376
H -2.961 -0.733 0.608 0.366
H 2.152 -0.421 -1.294 0.503
```

---

An isolated molecule of C3H7NOS. Source: the OMol25 dataset; level of theory: ωB97M-V with the def2-TZVPD basis set.

Summary:
Kohn-Sham gap (Eh): 0.37607
SMILES: O=CNCCS

```
13
Properties=species:S:1:pos:R:3:nbo_charge:R:1
O -1.172 -2.509 -1.785 -0.577
C -1.247 -1.551 -1.057 0.530
N -0.425 -0.461 -1.107 -0.638
C -0.373 0.480 -0.006 -0.228
C 1.055 0.579 0.517 -0.505
S 1.188 1.878 1.804 -0.064
H -2.039 -1.512 -0.301 0.104
H -0.117 -0.156 -2.014 0.406
H -0.729 1.468 -0.315 0.192
H -1.032 0.120 0.784 0.209
H 1.306 -0.354 1.015 0.227
H 1.756 0.844 -0.270 0.216
H 1.829 1.175 2.735 0.130
```

---

C3H7NOS as an isolated structure. Source: the OMol25 dataset; level of theory: ωB97M-V with the def2-TZVPD basis set.

Summary:
Kohn-Sham gap (spin up / spin down) (Eh): 0.31329 / 0.29689

```
13
Properties=species:S:1:pos:R:3:nbo_charge:R:1
C 0.200 -1.021 -0.001 -0.314
C 1.535 -1.271 0.554 -0.625
C -0.989 1.925 0.160 -0.369
N 0.440 0.250 -0.586 -0.574
O 2.874 0.460 -0.842 -0.946
S 1.923 0.556 0.235 1.360
H -0.151 -1.604 -0.881 0.206
H -0.542 -1.185 0.782 0.199
H 1.692 -1.953 1.442 0.233
H 2.265 -1.668 -0.191 0.242
H -0.489 2.634 0.801 0.192
H -1.153 2.282 -0.855 0.202
H -1.783 1.257 0.550 0.195
```